# 1
# C15H27F3N6O21

A cluster of 9 separate species, C15H27F3N6O21 in total (wB97M-V/def2-TZVPD, OMol25).

Last column: Löwdin charge in e.
Positions of all 72 atoms, in Å:
C -3.2002 3.1810 1.9794  -0.032
C -3.5261 2.7815 3.4048  -0.295
O -3.4835 4.0323 4.0649  0.117
C -2.5929 4.8430 3.3919  -0.548
O -2.1582 5.8422 3.8298  0.196
O -2.2794 4.2654 2.2086  0.049
F -2.5462 1.9773 3.9163  0.071
H -4.0783 3.5521 1.4531  0.145
H -2.7046 2.3933 1.4197  0.118
H -4.5032 2.3381 3.5687  0.170
C 3.5463 -3.1142 -3.0038  -0.045
C 2.9872 -4.5209 -3.1311  -0.297
O 1.6291 -4.3515 -2.9399  0.156
C 1.3840 -3.1371 -2.3807  -0.553
O 0.3206 -2.7708 -2.0224  0.181
O 2.5095 -2.4045 -2.3119  0.062
F 3.4755 -5.3545 -2.1425  0.054
H 3.7697 -2.6443 -3.9665  0.126
H 4.4639 -2.9895 -2.4308  0.148
H 3.2707 -4.9824 -4.0740  0.169
C -0.1088 0.8347 -0.0291  -0.028
C 0.4525 -0.1650 0.9768  -0.299
O -0.6703 -0.4251 1.8164  0.147
C -1.8010 -0.1246 1.1459  -0.561
O -2.9101 -0.3101 1.5304  0.162
O -1.5050 0.4563 -0.0457  0.030
F 1.4472 0.3893 1.6961  0.078
H 0.3333 0.7785 -1.0129  0.113
H -0.0654 1.8246 0.4225  0.107
H 0.7678 -1.1000 0.5257  0.163
C 3.1750 -2.3093 4.8590  0.044
N 2.0095 -2.4347 3.9492  -0.445
O 2.1747 -2.1282 2.7851  0.058
O 0.9640 -2.7973 4.4334  0.082
H 2.9258 -1.5614 5.6112  0.103
H 4.0292 -1.9857 4.2816  0.093
H 3.3066 -3.2386 5.4044  0.099
C 3.3361 3.3348 -2.3083  0.049
N 2.5859 2.9170 -1.1019  -0.419
O 1.5515 3.4956 -0.8279  0.050
O 3.0405 1.9809 -0.4733  0.070
H 4.3584 2.9950 -2.2004  0.099
H 3.2823 4.4210 -2.3250  0.103
H 2.9353 2.9330 -3.2334  0.089
C 1.2938 -0.6673 -5.1265  0.074
N 2.2409 -0.0691 -4.1228  -0.432
O 3.4166 -0.0692 -4.4286  0.065
O 1.7827 0.3053 -3.0672  0.058
H 1.7276 -0.4073 -6.0854  0.100
H 0.3164 -0.2158 -4.9950  0.092
H 1.1940 -1.7342 -4.9544  0.099
C -4.5211 -3.2645 1.3531  0.037
N -5.2715 -4.4117 1.9332  -0.458
O -5.8580 -5.1460 1.1672  0.059
O -5.2511 -4.5374 3.1397  0.060
H -3.5692 -3.6381 0.9903  0.101
H -4.3974 -2.5284 2.1351  0.084
H -5.1220 -2.9043 0.5258  0.092
C 0.9763 3.9661 2.2149  0.037
N 1.1755 5.3641 1.7538  -0.429
O 2.1807 5.6344 1.1272  0.052
O 0.2812 6.1377 2.0337  0.078
H 1.9321 3.4541 2.2772  0.098
H 0.3144 3.4311 1.5502  0.062
H 0.5619 4.0300 3.2166  0.103
C -2.3046 -0.7394 -2.8369  0.033
N -2.7135 -2.1508 -2.6897  -0.445
O -2.3348 -2.9365 -3.5321  0.065
O -3.3878 -2.4182 -1.7236  0.074
H -2.9370 -0.0814 -2.2545  0.094
H -2.3313 -0.4398 -3.8798  0.094
H -1.2937 -0.6807 -2.4354  0.075

Output
HOMO-LUMO gap = 9.77 eV
largest force on an atom = 1.31 eV/A
SMILES string = O=C1OC[C@@H](F)O1.O=C1OC[C@@H](F)O1.O=C1OC[C@@H](F)O1.C[N+](=O)[O-].C[N+](=O)[O-].C[N+](=O)[O-].C[N+](=O)[O-].C[N+](=O)[O-].C[N+](=O)[O-]
LUMO = -0.027 Eh
multiplicity = 1
ΔE to the lowest compared entry with this formula, charge and spin = 0.0 kJ/mol



# 2
# C22H23Cl2OSi

A structure of composition C22H23Cl2OSi (wB97M-V/def2-TZVPD, OMol25).

Last column: Löwdin charge in e.
Positions of all 49 atoms, in Å:
Cl 5.7024 0.3959 1.7361  0.702
C 4.0693 0.1933 2.1877  -0.701
C 3.7564 -0.4339 3.3993  -0.097
C 2.4288 -0.5881 3.7577  -0.058
C 1.3776 -0.0891 2.9836  -0.199
C 0.0272 -0.4526 3.5597  -0.121
C -1.3059 -0.0591 2.9716  -0.199
C -2.3519 -0.4644 3.8064  -0.060
C -3.6851 -0.3152 3.4667  -0.101
C -4.0186 0.2203 2.2206  -0.713
Cl -5.6563 0.4393 1.8065  0.706
C -2.9965 0.5423 1.3279  -0.098
C -1.6432 0.3675 1.6761  -0.025
C 1.6915 0.4568 1.7285  -0.024
C 3.0368 0.6188 1.3467  -0.096
H 4.5445 -0.7783 4.0558  0.107
H 2.1863 -1.1953 4.6332  0.122
H 0.0234 -0.2904 4.6600  0.135
H -2.1057 -1.0190 4.7161  0.123
H -4.4590 -0.6173 4.1587  0.108
H -3.2676 0.9239 0.3537  0.104
H -0.8997 0.4742 0.8873  0.086
H 0.9210 0.7023 0.9993  0.084
H 3.2877 1.0916 0.4048  0.104
C -6.0484 -5.8351 -1.9146  -0.051
O -5.8242 -4.7780 -0.9485  -0.053
C -4.5115 -4.6607 -0.5872  -0.240
C -4.1550 -3.6811 0.3812  0.038
C -2.8196 -3.5433 0.7675  -0.043
C -1.7615 -4.3611 0.2365  -0.255
Si 0.0497 -4.8165 0.1782  1.028
H -0.0012 -1.5270 3.5603  0.111
C 0.7119 -5.8150 1.6805  -0.152
C 1.1541 -3.5441 -0.7475  -0.148
C -2.1793 -5.3249 -0.7385  -0.146
C -3.5052 -5.4773 -1.1388  -0.015
H -7.1165 -5.8415 -2.1136  0.101
H -5.4887 -5.6314 -2.8370  0.100
H -5.7299 -6.8014 -1.5013  0.100
H -4.9676 -3.0750 0.7765  0.129
H -2.5866 -2.7736 1.5054  0.099
H 0.0253 -5.8767 2.5415  0.054
H 0.9147 -6.8667 1.3656  0.049
H 1.6653 -5.4062 2.0507  0.047
H 0.6589 -2.5927 -1.0095  0.053
H 2.0663 -3.2895 -0.1854  0.047
H 1.4877 -4.0007 -1.7087  0.047
H -1.4377 -5.9893 -1.2153  0.100
H -3.7516 -6.2409 -1.8831  0.108

Output
HOMO-LUMO gap = 5.18 eV
largest force on an atom = 4.19 eV/A
total charge = +1
LUMO = -0.208 Eh
multiplicity = 1
ΔE to the lowest compared entry with this formula, charge and spin = 27.6 kJ/mol



# 3
# C5H7N

A cluster of 2 separate species, C5H7N in total (wB97M-V/def2-TZVPD, OMol25).

Last column: Löwdin charge in e.
Positions of all 13 atoms, in Å:
C 1.9509 -0.0384 0.2069  0.019
C 0.4965 0.0292 0.1090  -0.483
C -0.3338 1.1499 0.1206  -0.089
C -1.6684 0.6650 0.0571  -0.122
C -1.6210 -0.6985 -0.0518  -0.157
N -0.2958 -1.0829 -0.0986  0.039
H 2.5133 -0.9645 0.3300  0.059
H 1.3473 0.1376 -1.1089  0.237
H 2.5251 0.8714 0.3492  0.060
H 0.0002 2.1820 0.1640  0.101
H -2.5701 1.2628 0.0595  0.090
H -2.4090 -1.4271 -0.1638  0.096
H 0.0271 -2.0361 -0.0212  0.150

Output
HOMO-LUMO gap = 7.63 eV
largest force on an atom = 4.42 eV/A
LUMO = 0.031 Eh
multiplicity = 1
ΔE to the lowest compared entry with this formula, charge and spin = 293.4 kJ/mol



# 4
# C3H6NO

A cluster of 2 separate species, C3H6NO in total (wB97M-V/def2-TZVPD, OMol25).

Last column: Löwdin charge in e.
Positions of all 11 atoms, in Å:
C -0.5998 -1.3904 0.0478  0.155
C -1.0636 1.0793 -0.0108  0.015
C 2.7323 0.0445 -0.1436  0.070
N -0.2106 -0.1504 -0.0107  -0.023
O 3.8204 0.1936 0.0378  0.151
H -1.7169 -1.6276 0.1973  0.145
H 0.0889 -2.3095 -0.2442  0.168
H -1.0514 1.5315 1.0139  0.123
H -0.6915 1.8773 -0.5295  0.063
H -2.1234 0.8208 -0.2716  0.124
H 0.8157 -0.0691 -0.0863  0.009

Output
HOMO-LUMO gap = 12.17 eV
largest force on an atom = 4.26 eV/A
total charge = +1
LUMO = -0.195 Eh
multiplicity = 1
ΔE to the lowest compared entry with this formula, charge and spin = 52.6 kJ/mol



# 5
# C9H15O4P

A cluster of 2 separate species, C9H15O4P in total (wB97M-V/def2-TZVPD, OMol25).

Last column: Löwdin charge in e.
Positions of all 29 atoms, in Å:
O -1.9417 1.4864 -1.4262  -0.234
O -4.2102 0.2252 -1.3964  -0.212
O -2.7612 0.0862 0.6000  -0.212
O -2.1276 -1.1022 -1.4715  -0.212
C -4.9966 1.4175 -1.2756  -0.098
C -1.5651 0.2881 1.3637  -0.096
C -1.7381 -1.2158 -2.8463  -0.099
P -2.6830 0.2976 -0.9709  0.345
H -4.5090 2.2802 -1.7599  0.089
H -5.1882 1.6692 -0.2189  0.092
H -5.9632 1.2340 -1.7743  0.091
H -0.8296 -0.5133 1.1811  0.092
H -1.0925 1.2581 1.1350  0.089
H -1.8422 0.2747 2.4312  0.092
H -2.6140 -1.1989 -3.5165  0.092
H -1.0508 -0.4065 -3.1451  0.088
H -1.2194 -2.1814 -2.9695  0.091
C 3.4036 0.1783 0.1199  -0.102
C 3.4597 -1.2003 0.3285  -0.105
C 3.8049 1.0536 1.1298  -0.103
C 3.9172 -1.7035 1.5469  -0.104
C 4.2624 0.5504 2.3482  -0.104
C 4.3185 -0.8282 2.5568  -0.104
H 3.0436 0.5743 -0.8388  0.105
H 3.1439 -1.8891 -0.4661  0.103
H 3.7607 2.1384 0.9657  0.104
H 3.9614 -2.7883 1.7110  0.104
H 4.5781 1.2392 3.1429  0.104
H 4.6785 -1.2241 3.5155  0.104

Output
HOMO-LUMO gap = 10.22 eV
largest force on an atom = 0.83 eV/A
SMILES string = COP(=O)(OC)OC.c1ccccc1
LUMO = 0.030 Eh
multiplicity = 1
ΔE to the lowest compared entry with this formula, charge and spin = 0.0 kJ/mol



# 6
# C15H23N4O2SSe2Sn

A structure of composition C15H23N4O2SSe2Sn (wB97M-V/def2-TZVPD, OMol25).

Last column: Löwdin charge in e.
Positions of all 48 atoms, in Å:
Sn -0.6780 -1.1198 0.6046  0.972
C 0.7125 -6.3186 -0.5909  -0.079
C 2.0451 -5.6093 -0.4007  -0.225
N 1.9962 -4.2118 -0.8440  -0.011
C 1.5061 -3.2217 -0.0889  -0.771
S 1.1550 -1.7005 -0.9622  0.519
N 1.3756 -3.3953 1.2024  0.023
N 0.8526 -2.2908 1.8052  -0.175
C 1.1928 -1.9569 2.9910  -0.249
C 2.0912 -2.7655 3.8625  0.002
C 0.7337 -0.6043 3.3923  -0.211
C 1.0053 -0.0610 4.6344  0.018
C 0.6376 1.2519 4.8908  -0.013
C 0.0085 1.9904 3.9026  -0.020
C -0.2458 1.3786 2.6880  -0.106
N 0.1143 0.1178 2.4405  -0.053
H 0.7772 -7.3464 -0.2316  0.079
H 0.4277 -6.3431 -1.6439  0.077
H -0.0737 -5.8101 -0.0313  0.070
H 2.8335 -6.1000 -0.9682  0.119
H 2.3341 -5.6094 0.6467  0.106
H 2.0420 -4.0264 -1.8325  0.120
H 2.2508 -3.7424 3.4187  0.077
H 1.6579 -2.8857 4.8565  0.094
H 3.0585 -2.2694 3.9741  0.107
H 1.5033 -0.6517 5.3903  0.121
H 0.8423 1.6949 5.8567  0.125
H -0.2787 3.0197 4.0618  0.120
H -0.7425 1.9010 1.8792  0.084
O -1.8231 4.8580 -4.7180  -0.036
C -2.3152 4.7667 -3.3954  -0.204
C -1.7641 3.4916 -2.7371  -0.587
C -0.2910 3.6562 -2.3238  -0.249
O 0.6207 3.8520 -3.3787  -0.024
C -2.5903 3.2353 -1.4770  -0.447
Se -2.2621 1.4226 -0.7795  0.486
C -1.9764 2.3366 -3.7126  -0.469
Se -1.5437 0.6206 -2.8719  0.610
H -1.9098 5.7622 -5.0331  0.104
H -3.4106 4.7141 -3.4020  0.128
H -2.0222 5.6318 -2.7925  0.137
H 0.0013 2.8018 -1.7074  0.082
H -0.2238 4.5485 -1.6977  0.135
H 0.7203 3.0349 -3.8780  0.090
H -3.6561 3.2871 -1.6835  0.075
H -2.3439 3.9351 -0.6776  0.085
H -1.3359 2.4332 -4.5859  0.077
H -3.0093 2.2979 -4.0524  0.086

Output
HOMO-LUMO gap = 6.73 eV
largest force on an atom = 0.36 eV/A
total charge = +1
LUMO = -0.139 Eh
multiplicity = 1



Q: What is the formula in the second record?
A: C22H23Cl2OSi



Q: Which value of largest force on an atom does entry 3 give?
A: 4.42 eV/A



Q: The highest HOMO-LUMO gap belongs to which entry?
A: C3H6NO



Q: LUMO of number 3 (C5H7N)?
A: 0.031 Eh